# C40H29BrN4O3PPbS

A structure of composition C40H29BrN4O3PPbS (ωB97M-V/def2-TZVPD, OMol25).

Geometry (Å):
C -2.609 -2.341 1.022
Br -6.483 3.957 2.533
C 5.448 1.088 -3.991
C 0.242 -3.255 -2.955
H 3.354 2.356 -1.027
O 1.371 -2.434 2.481
C -1.784 -4.339 -0.040
H -4.237 5.567 1.463
H 2.370 4.369 0.121
N -2.075 -0.137 0.118
N 1.414 2.933 1.230
H 2.154 -3.197 -1.227
C 4.879 0.181 -3.106
C 3.973 -2.089 -1.078
C -2.447 2.880 0.295
C 5.252 -4.568 -1.119
C -4.859 3.514 1.646
H 5.749 -5.530 -1.130
H 7.074 -3.450 -0.892
C 2.213 3.983 1.124
C 1.168 2.449 2.464
C -2.046 -1.541 0.061
C 4.223 0.438 3.397
C 4.550 0.821 1.051
C 4.895 1.079 2.368
S 0.068 1.123 2.587
N 1.731 2.941 3.582
H -5.220 1.419 1.693
H -3.102 -1.887 1.872
H -0.223 -5.161 -2.106
H 0.513 -1.181 -3.522
H 5.696 1.776 2.584
C 4.134 0.612 -2.011
H 0.888 -3.634 -3.736
C -0.361 -4.087 -2.058
O 1.043 -1.541 0.450
H 2.659 -0.971 3.871
C 3.210 -0.457 3.097
H 3.217 5.549 4.758
C 2.822 4.560 2.220
P 3.060 -0.499 -0.999
C 3.221 4.460 4.708
C 5.359 -2.172 -0.957
C 2.555 3.969 3.456
H 4.378 3.961 -2.571
C 5.996 -3.401 -0.986
H -4.021 -0.169 0.740
H 5.728 3.157 -4.491
C -2.828 4.225 0.595
Pb 0.190 0.921 -0.118
H 4.262 4.130 4.724
H 5.022 -0.879 -3.274
H 2.714 4.049 5.578
C 3.512 -0.057 0.736
C 4.528 2.899 -2.725
C -4.544 2.209 1.388
C 3.871 -4.495 -1.214
C -3.345 1.860 0.739
O -1.379 2.665 -0.370
H 3.480 5.412 2.124
C 3.955 1.991 -1.853
H 5.943 -1.268 -0.831
H -2.940 -4.343 1.743
C -1.292 -2.139 -0.988
H 4.483 0.639 4.430
C -3.986 4.535 1.250
C -1.158 -3.542 -1.027
C -2.490 -3.744 0.962
C 3.235 -3.260 -1.192
H -2.144 5.002 0.279
C 1.653 -1.667 1.565
H -1.665 -5.415 -0.077
C -3.142 0.449 0.527
N -0.708 -1.325 -1.899
H 3.281 -5.400 -1.292
H 5.106 1.310 0.262
H 6.024 0.723 -4.832
C 0.036 -1.865 -2.826
C 5.281 2.451 -3.803
C 2.832 -0.701 1.782

- highest occupied orbital energy (eV) = -4.9859
- max |F| (eV/A) = 0.36
- energy above the lowest of the compared OMol25 structures with the same formula, charge and spin (eV) = 0.171
- charge = -1
- total energy (eV) = -149473.0163
- LUMO level (hartree) = 0.0825

# C40H29F5MoN2O2PS2

A structure of composition C40H29F5MoN2O2PS2 (ωB97M-V/def2-TZVPD, OMol25).

Geometry (Å):
O 0.841 0.973 -0.858
C 4.226 3.950 0.383
H -6.671 3.546 3.704
H 6.989 -0.881 4.192
C 0.008 1.178 5.780
F 1.095 -3.555 1.092
H 4.599 4.860 -0.069
H -0.616 1.448 6.621
F 1.680 -3.267 -4.301
C 5.089 -0.446 3.311
H -0.259 5.764 -2.506
C -6.144 1.774 2.624
H -3.594 -0.305 3.391
H 2.005 2.911 2.713
C -5.988 2.709 3.634
C -5.279 0.688 2.517
H 5.158 0.617 3.510
F 2.201 -5.604 -0.249
C 2.772 2.858 1.950
H 1.883 4.669 -3.128
H -3.731 2.794 -0.351
C 4.968 -3.159 2.705
C 6.062 -2.639 3.379
S -4.427 -1.709 1.268
C 1.437 2.868 -2.079
C 1.392 1.246 5.895
H 2.851 4.980 1.667
C -0.700 2.788 -0.911
H 3.273 0.950 4.925
C 3.245 4.020 1.360
C -2.974 -0.965 0.682
C 6.126 -1.284 3.681
C 3.979 -0.973 2.648
H -5.391 0.268 0.419
C -0.944 4.097 -1.370
C 4.738 2.721 -0.015
Mo 0.091 -0.539 0.030
C -4.108 1.479 4.467
H 6.877 -3.290 3.666
C -0.573 0.758 4.594
H -1.877 4.584 -1.131
C 1.794 -4.524 -0.915
H 3.061 -2.727 1.818
H -2.644 3.884 0.528
F 2.491 -5.478 -2.947
C 0.979 -2.281 -2.270
C 4.270 1.557 0.567
H -0.223 0.068 2.599
H -6.511 -0.678 1.396
C 0.233 0.409 3.522
C 1.227 -3.453 -0.247
H 1.843 1.566 6.825
H 2.357 2.360 -2.330
C 1.165 4.147 -2.510
C -1.727 2.073 -0.160
C -5.502 -0.263 1.364
C -4.964 2.565 4.561
H -3.264 2.406 1.289
H -1.650 0.699 4.499
C 1.947 -4.461 -2.291
F 0.576 -1.195 -2.956
P 2.626 0.093 2.200
C 0.509 2.186 -1.293
H 4.668 0.596 0.260
C 3.286 1.624 1.555
C -4.260 0.548 3.447
H -6.949 1.889 1.907
N -2.915 0.289 0.478
C 0.814 -2.305 -0.895
C 3.921 -2.329 2.337
H 4.926 -4.213 2.465
C 1.616 0.482 3.627
C -2.905 2.844 0.362
C 1.534 -3.330 -2.981
N -1.689 0.770 0.017
S -1.644 -2.070 0.332
C 2.196 0.900 4.824
H -4.844 3.287 5.358
H 5.506 2.674 -0.776
O 1.794 -0.581 1.100
H -3.323 1.349 5.203
C -0.036 4.766 -2.158

- spin multiplicity = 3
- highest occupied orbital energy (spin up / spin down) (eV) = -10.8635 / -11.1370
- max |F| (eV/A) = 0.68
- energy above the lowest of the compared OMol25 structures with the same formula, charge and spin (eV) = 1.130
- charge = +1
- total energy (eV) = -95423.6105
- LUMO level (spin up / spin down) (hartree) = -0.1510 / -0.1365

> What is the formula in the first record?

C40H29BrN4O3PPbS

Copy entry 1 word for word.
# C40H29BrN4O3PPbS

A structure of composition C40H29BrN4O3PPbS (ωB97M-V/def2-TZVPD, OMol25).

Geometry (Å):
C -2.609 -2.341 1.022
Br -6.483 3.957 2.533
C 5.448 1.088 -3.991
C 0.242 -3.255 -2.955
H 3.354 2.356 -1.027
O 1.371 -2.434 2.481
C -1.784 -4.339 -0.040
H -4.237 5.567 1.463
H 2.370 4.369 0.121
N -2.075 -0.137 0.118
N 1.414 2.933 1.230
H 2.154 -3.197 -1.227
C 4.879 0.181 -3.106
C 3.973 -2.089 -1.078
C -2.447 2.880 0.295
C 5.252 -4.568 -1.119
C -4.859 3.514 1.646
H 5.749 -5.530 -1.130
H 7.074 -3.450 -0.892
C 2.213 3.983 1.124
C 1.168 2.449 2.464
C -2.046 -1.541 0.061
C 4.223 0.438 3.397
C 4.550 0.821 1.051
C 4.895 1.079 2.368
S 0.068 1.123 2.587
N 1.731 2.941 3.582
H -5.220 1.419 1.693
H -3.102 -1.887 1.872
H -0.223 -5.161 -2.106
H 0.513 -1.181 -3.522
H 5.696 1.776 2.584
C 4.134 0.612 -2.011
H 0.888 -3.634 -3.736
C -0.361 -4.087 -2.058
O 1.043 -1.541 0.450
H 2.659 -0.971 3.871
C 3.210 -0.457 3.097
H 3.217 5.549 4.758
C 2.822 4.560 2.220
P 3.060 -0.499 -0.999
C 3.221 4.460 4.708
C 5.359 -2.172 -0.957
C 2.555 3.969 3.456
H 4.378 3.961 -2.571
C 5.996 -3.401 -0.986
H -4.021 -0.169 0.740
H 5.728 3.157 -4.491
C -2.828 4.225 0.595
Pb 0.190 0.921 -0.118
H 4.262 4.130 4.724
H 5.022 -0.879 -3.274
H 2.714 4.049 5.578
C 3.512 -0.057 0.736
C 4.528 2.899 -2.725
C -4.544 2.209 1.388
C 3.871 -4.495 -1.214
C -3.345 1.860 0.739
O -1.379 2.665 -0.370
H 3.480 5.412 2.124
C 3.955 1.991 -1.853
H 5.943 -1.268 -0.831
H -2.940 -4.343 1.743
C -1.292 -2.139 -0.988
H 4.483 0.639 4.430
C -3.986 4.535 1.250
C -1.158 -3.542 -1.027
C -2.490 -3.744 0.962
C 3.235 -3.260 -1.192
H -2.144 5.002 0.279
C 1.653 -1.667 1.565
H -1.665 -5.415 -0.077
C -3.142 0.449 0.527
N -0.708 -1.325 -1.899
H 3.281 -5.400 -1.292
H 5.106 1.310 0.262
H 6.024 0.723 -4.832
C 0.036 -1.865 -2.826
C 5.281 2.451 -3.803
C 2.832 -0.701 1.782

- highest occupied orbital energy (eV) = -4.9859
- max |F| (eV/A) = 0.36
- energy above the lowest of the compared OMol25 structures with the same formula, charge and spin (eV) = 0.171
- charge = -1
- total energy (eV) = -149473.0163
- LUMO level (hartree) = 0.0825

Please write out number 1 again, unchanged.
# C40H29BrN4O3PPbS

A structure of composition C40H29BrN4O3PPbS (ωB97M-V/def2-TZVPD, OMol25).

Geometry (Å):
C -2.609 -2.341 1.022
Br -6.483 3.957 2.533
C 5.448 1.088 -3.991
C 0.242 -3.255 -2.955
H 3.354 2.356 -1.027
O 1.371 -2.434 2.481
C -1.784 -4.339 -0.040
H -4.237 5.567 1.463
H 2.370 4.369 0.121
N -2.075 -0.137 0.118
N 1.414 2.933 1.230
H 2.154 -3.197 -1.227
C 4.879 0.181 -3.106
C 3.973 -2.089 -1.078
C -2.447 2.880 0.295
C 5.252 -4.568 -1.119
C -4.859 3.514 1.646
H 5.749 -5.530 -1.130
H 7.074 -3.450 -0.892
C 2.213 3.983 1.124
C 1.168 2.449 2.464
C -2.046 -1.541 0.061
C 4.223 0.438 3.397
C 4.550 0.821 1.051
C 4.895 1.079 2.368
S 0.068 1.123 2.587
N 1.731 2.941 3.582
H -5.220 1.419 1.693
H -3.102 -1.887 1.872
H -0.223 -5.161 -2.106
H 0.513 -1.181 -3.522
H 5.696 1.776 2.584
C 4.134 0.612 -2.011
H 0.888 -3.634 -3.736
C -0.361 -4.087 -2.058
O 1.043 -1.541 0.450
H 2.659 -0.971 3.871
C 3.210 -0.457 3.097
H 3.217 5.549 4.758
C 2.822 4.560 2.220
P 3.060 -0.499 -0.999
C 3.221 4.460 4.708
C 5.359 -2.172 -0.957
C 2.555 3.969 3.456
H 4.378 3.961 -2.571
C 5.996 -3.401 -0.986
H -4.021 -0.169 0.740
H 5.728 3.157 -4.491
C -2.828 4.225 0.595
Pb 0.190 0.921 -0.118
H 4.262 4.130 4.724
H 5.022 -0.879 -3.274
H 2.714 4.049 5.578
C 3.512 -0.057 0.736
C 4.528 2.899 -2.725
C -4.544 2.209 1.388
C 3.871 -4.495 -1.214
C -3.345 1.860 0.739
O -1.379 2.665 -0.370
H 3.480 5.412 2.124
C 3.955 1.991 -1.853
H 5.943 -1.268 -0.831
H -2.940 -4.343 1.743
C -1.292 -2.139 -0.988
H 4.483 0.639 4.430
C -3.986 4.535 1.250
C -1.158 -3.542 -1.027
C -2.490 -3.744 0.962
C 3.235 -3.260 -1.192
H -2.144 5.002 0.279
C 1.653 -1.667 1.565
H -1.665 -5.415 -0.077
C -3.142 0.449 0.527
N -0.708 -1.325 -1.899
H 3.281 -5.400 -1.292
H 5.106 1.310 0.262
H 6.024 0.723 -4.832
C 0.036 -1.865 -2.826
C 5.281 2.451 -3.803
C 2.832 -0.701 1.782

- highest occupied orbital energy (eV) = -4.9859
- max |F| (eV/A) = 0.36
- energy above the lowest of the compared OMol25 structures with the same formula, charge and spin (eV) = 0.171
- charge = -1
- total energy (eV) = -149473.0163
- LUMO level (hartree) = 0.0825